[1]
A molecular structure, C29H46ClFIN12O, computed with ωB97M-V/def2-TZVPD.

```
91
Properties=species:S:1:pos:R:3:lowdin_charge:R:1
C -2.4174 2.8652 -0.1201 -0.183
C -1.9952 1.8454 1.0910 -0.245
C -3.0995 1.7224 2.2777 -0.500
Cl -4.6534 2.5688 1.6618 0.636
C -3.3795 0.2169 2.8042 -0.383
C -4.5955 0.3913 3.8665 -0.158
C -6.0537 -0.0641 3.3242 -0.172
C -7.2135 1.0676 3.6221 -0.162
F -8.0196 0.6948 4.7860 -0.129
C -3.4909 -0.9417 1.6707 -0.238
N -2.1399 -1.5930 1.4919 0.064
C -1.3685 -1.0850 2.6620 -0.140
N -0.0129 -1.2175 2.7847 0.093
C 0.8574 -1.8507 1.7355 -0.138
C 1.8729 -0.6680 1.2183 -0.689
O 2.1497 0.3223 2.0058 -0.087
I 2.7250 -0.7441 -0.8158 0.810
N -2.2999 -0.4392 3.6736 0.083
H -3.2661 2.4331 -0.7999 0.076
H -1.4629 2.9439 -0.7988 0.084
H -2.6320 3.9444 0.2417 0.075
H -1.0133 2.3032 1.5443 0.121
H -1.6820 0.8459 0.6055 0.090
H -2.7091 2.3952 3.1568 0.116
H -4.6082 1.4958 4.2636 0.115
H -4.3804 -0.2620 4.8168 0.122
H -6.3767 -1.0559 3.8595 0.088
H -6.1136 -0.2767 2.1916 0.105
H -7.8834 1.1404 2.6615 0.127
H -6.7407 2.1148 3.7596 0.098
H -4.2575 -1.7480 2.0392 0.158
H -3.8982 -0.4043 0.7337 0.096
H -1.7542 -1.2999 0.5633 0.108
H 0.3911 -0.8089 3.6616 0.182
H 1.4162 -2.7857 2.1326 0.104
H 0.2805 -2.1965 0.7882 0.125
H -2.6088 -1.3145 4.1667 0.144
C 4.8837 0.9959 -4.3565 -0.119
C 3.6439 0.1352 -4.3448 -0.229
N 2.6405 -0.5619 -4.3445 0.083
H 5.7587 0.3830 -4.5821 0.076
H 4.7892 1.7737 -5.1157 0.060
H 5.0205 1.4654 -3.3804 0.049
C -3.1695 -2.4774 -2.7322 -0.050
C -3.3519 -1.9628 -1.3265 -0.024
N -3.4986 -1.5452 -0.1909 0.029
H -4.0747 -2.9937 -3.0594 0.092
H -2.9693 -1.6450 -3.4113 0.025
H -2.3295 -3.1749 -2.7668 0.085
C 0.0894 -1.7649 -6.4987 -0.066
C -1.2844 -1.5634 -5.9109 -0.189
N -2.3854 -1.4017 -5.4404 0.106
H 0.4687 -2.7524 -6.2273 0.080
H 0.0429 -1.6879 -7.5873 0.081
H 0.7726 -1.0036 -6.1163 0.041
C 4.0787 -5.4949 3.0910 -0.055
C 3.4835 -4.7018 1.9546 -0.197
N 3.0071 -4.0661 1.0436 0.109
H 3.7898 -6.5445 3.0032 0.085
H 5.1682 -5.4220 3.0648 0.084
H 3.7184 -5.1048 4.0454 0.081
C 6.1312 4.5916 -2.9389 -0.050
C 6.4989 3.6024 -4.0155 -0.205
N 6.7930 2.8095 -4.8775 0.124
H 6.5252 5.5786 -3.1907 0.082
H 5.0446 4.6547 -2.8470 0.080
H 6.5520 4.2731 -1.9825 0.078
C -0.8787 4.5268 5.2311 -0.074
C -1.4862 5.3175 4.0993 -0.240
N -1.9714 5.9556 3.1917 0.108
H -1.1692 3.4770 5.1496 0.061
H 0.2104 4.5990 5.1927 0.078
H -1.2281 4.9196 6.1885 0.080
C 7.5335 2.3575 -8.2399 -0.088
C 8.8297 2.5120 -8.9952 -0.240
N 9.8679 2.6357 -9.6000 0.097
H 7.0858 1.3867 -8.4639 0.073
H 7.7184 2.4248 -7.1651 0.031
H 6.8367 3.1464 -8.5314 0.075
C 6.6636 -1.5345 -1.7343 -0.075
C 7.0354 -0.0767 -1.8391 -0.226
N 7.3329 1.0911 -1.9221 0.129
H 6.2871 -1.7509 -0.7321 0.067
H 5.8880 -1.7743 -2.4654 0.064
H 7.5398 -2.1572 -1.9276 0.082
C -8.0105 -3.7221 5.9921 -0.058
C -6.7159 -3.5577 5.2365 -0.224
N -5.6790 -3.4259 4.6309 0.093
H -8.4568 -4.6912 5.7587 0.081
H -7.8235 -3.6655 7.0667 0.081
H -8.7087 -2.9310 5.7098 0.081
```

Output
HOMO energy: -11.574 eV
lowest unoccupied orbital energy: -3.01 eV
total charge: +1
E: -2722.02094 a.u.

=====

[2]
A single C4H4F3N molecule, computed with ωB97M-V/def2-TZVPD.

```
12
Properties=species:S:1:pos:R:3:lowdin_charge:R:1
C -0.6579 2.3029 0.0540 0.129
C -0.0089 -0.0591 -0.0950 -0.223
C -1.1229 -1.0870 -0.0676 0.004
C 1.4211 -0.2913 0.1824 -0.535
N -0.3519 1.1636 -0.0204 0.003
F 2.0754 0.8798 -0.0189 0.114
F 1.7502 -0.7484 1.4520 0.100
F 2.0487 -1.1431 -0.6535 0.127
H -1.0312 2.9689 -0.6791 0.055
H -1.9634 -0.5483 0.1727 0.047
H -0.8696 -1.9222 0.6842 0.122
H -1.2895 -1.5159 -1.0109 0.058
```

Output
HOMO energy: -8.443 eV
relative energy (zero: lowest compared OMol25 entry of this formula, charge and spin): 29.2 kcal per mole
lowest unoccupied orbital energy: 0.65 eV
total charge: 0
E: -509.08230 a.u.

=====

[3]
A molecular structure, C12H28BrCl10FN4O2S, computed with ωB97M-V/def2-TZVPD.

```
59
Properties=species:S:1:pos:R:3:lowdin_charge:R:1
N -1.5595 6.3815 -1.0784 0.078
C -1.4158 4.9908 -1.4832 -0.677
N -2.6536 4.2168 -1.4747 0.096
N -0.9422 5.0217 -2.8744 0.083
C -0.3901 4.2497 -0.6244 -0.298
N -0.7449 4.0646 0.8240 -0.513
Br 0.4775 2.7257 1.4530 0.846
S -0.5491 5.4238 1.8259 0.509
O -1.6876 6.2548 1.6840 -0.238
O -0.1578 5.0175 3.1271 -0.296
F 0.6779 6.1160 1.1687 -0.134
H -1.6427 6.9633 -1.9009 0.075
H -2.3506 6.5270 -0.4676 0.060
H -2.7724 3.7060 -0.6067 0.015
H -3.4515 4.8278 -1.5934 0.082
H -1.1332 4.1110 -3.2785 0.076
H 0.0695 5.1350 -2.8934 0.074
H 0.6047 4.6776 -0.7438 0.088
H -0.3369 3.2334 -1.0120 0.076
Cl 2.5205 2.4305 -1.4001 0.554
C 3.9262 2.4192 -0.3061 -0.654
C 4.7499 1.1658 -0.4444 -0.646
Cl 3.8891 -0.2799 0.1496 0.534
H 3.5559 2.5406 0.7098 0.046
H 4.5323 3.2865 -0.5613 0.076
H 5.6570 1.2625 0.1495 0.074
H 5.0263 0.9833 -1.4798 0.067
Cl -3.3487 1.3757 0.7962 0.571
C -2.1469 0.1735 1.3382 -0.699
C -2.7213 -0.7907 2.3414 -0.699
Cl -3.0982 -0.0008 3.8960 0.545
H -1.2918 0.7062 1.7486 -0.012
H -1.8226 -0.3703 0.4532 0.039
H -1.9953 -1.5730 2.5472 -0.011
H -3.6366 -1.2505 1.9741 0.067
Cl 4.7447 -1.9554 -3.9160 0.537
C 4.7654 -3.1316 -2.5774 -0.668
C 3.4318 -3.8096 -2.3932 -0.652
Cl 2.1925 -2.6713 -1.8094 0.536
H 5.0622 -2.6014 -1.6758 0.046
H 5.5242 -3.8751 -2.8157 0.073
H 3.5277 -4.5963 -1.6460 0.072
H 3.0730 -4.2497 -3.3199 0.069
Cl -0.5120 -2.7233 0.9522 0.610
C 0.6955 -3.9222 1.4804 -0.642
C 0.1154 -4.8953 2.4713 -0.655
Cl -0.2864 -4.1088 4.0207 0.554
H 1.5395 -3.3761 1.8939 0.072
H 1.0261 -4.4544 0.5900 0.054
H 0.8411 -5.6784 2.6829 0.078
H -0.7902 -5.3555 2.0848 0.036
Cl -3.9541 -7.3151 1.3257 0.544
C -3.8370 -5.5715 0.9773 -0.666
C -3.5048 -5.2991 -0.4666 -0.652
Cl -1.8519 -5.8178 -0.8895 0.540
H -3.0873 -5.1479 1.6414 0.047
H -4.8028 -5.1306 1.2175 0.076
H -3.5592 -4.2278 -0.6538 0.071
H -4.1912 -5.8079 -1.1378 0.069
```

Output
HOMO energy: -9.108 eV
lowest unoccupied orbital energy: -0.48 eV
total charge: 0
E: -8517.50852 a.u.

=====

[4]
A molecular structure, C26H29N7RhS2, computed with ωB97M-V/def2-TZVPD.

```
65
Properties=species:S:1:pos:R:3:lowdin_charge:R:1
Rh -0.0350 1.6258 -0.3673 0.853
N 2.5442 1.5261 -3.9205 0.115
C 1.9607 1.4401 -2.7086 -0.769
S 0.7989 2.6796 -2.2404 0.683
N 2.2158 0.4513 -1.9099 -0.018
N 1.5752 0.3811 -0.7748 -0.126
C 1.9273 -0.4203 0.2554 -0.179
C 3.1846 -1.1635 0.2534 -0.173
C 3.6292 -1.8415 -0.8821 -0.026
C 4.8147 -2.5512 -0.8527 -0.064
C 5.5907 -2.5737 0.2963 -0.065
C 5.1775 -1.8690 1.4166 -0.065
C 3.9870 -1.1698 1.4014 -0.041
C 1.0377 -0.4421 1.3556 -0.205
C 1.1067 -1.4199 2.3771 0.009
C 0.1870 -1.4321 3.3856 -0.030
C -0.8148 -0.4454 3.4033 -0.032
C -0.8494 0.4796 2.3833 -0.109
N 0.0147 0.4889 1.3679 -0.008
H 2.3712 2.3338 -4.4923 0.095
H 3.3598 0.9679 -4.1115 0.114
H 3.0244 -1.8282 -1.7757 0.101
H 5.1405 -3.0951 -1.7265 0.108
H 6.5212 -3.1225 0.3151 0.110
H 5.7916 -1.8603 2.3053 0.110
H 3.6842 -0.6004 2.2687 0.119
H 1.8868 -2.1619 2.3270 0.120
H 0.2352 -2.1775 4.1617 0.119
H -1.5449 -0.4184 4.1928 0.113
H -1.6032 1.2574 2.3805 0.116
C -2.3180 1.3461 -2.7739 -0.101
N -2.2564 1.7890 -1.3887 -0.290
C -3.0878 0.9366 -0.5461 -0.102
C -2.6482 3.1956 -1.2538 -0.159
C -2.0112 3.8304 -0.0451 -0.241
C -2.5776 4.9493 0.5529 -0.039
C -1.9234 5.5994 1.5840 -0.078
C -0.7026 5.1288 2.0399 -0.082
C -0.1518 3.9863 1.4783 -0.105
C -0.8050 3.3271 0.4487 -0.222
H -3.3399 1.4103 -3.1666 0.107
H -1.9740 0.3146 -2.8445 0.037
H -1.6722 1.9738 -3.3840 0.056
H -4.1055 0.8652 -0.9506 0.104
H -3.1434 1.3489 0.4596 0.086
H -2.6577 -0.0648 -0.5021 -0.003
H -3.7437 3.2882 -1.2187 0.139
H -2.2945 3.7364 -2.1380 0.132
H -3.5242 5.3178 0.1804 0.117
H -2.3633 6.4822 2.0192 0.106
H -0.1797 5.6426 2.8321 0.106
H 0.7979 3.6165 1.8491 0.101
C -2.7264 -3.0029 0.8599 -0.017
N -1.8200 -3.7398 0.0231 -0.123
C -1.6876 -5.1072 0.0000 -0.055
C -0.7502 -5.4228 -0.9207 -0.072
N -0.2968 -4.2426 -1.4483 0.066
C -0.9660 -3.2061 -0.8851 -0.786
S -0.8131 -1.6156 -1.3562 0.684
H -3.3668 -3.7083 1.3864 0.098
H -3.3391 -2.3331 0.2526 0.087
H -2.1727 -2.4049 1.5883 0.080
H -2.2702 -5.7509 0.6258 0.122
H -0.3976 -6.3792 -1.2457 0.118
H 0.3691 -4.1457 -2.1968 0.152
```

Output
HOMO energy (spin up / spin down): -10.031 / -10.037 eV
relative energy (zero: lowest compared OMol25 entry of this formula, charge and spin): 60.6 kcal per mole
lowest unoccupied orbital energy (spin up / spin down): -4.50 / -4.48 eV
total charge: +1
E: -2298.16633 a.u.